No. 1
Molecular formula: C21H32N4O4
Method: DFT, ωB97M-V/def2-TZVPD

The SMILES is CC(C)CCNC(=O)CN(C[C@H]1CCCO1)C(=O)CCC(=O)Nc1ccccn1. The relative energy (zero: lowest compared OMol25 entry of this formula, charge and spin) is 0.0 kcal/mol. The value obtained for the highest occupied orbital energy is -8.7 eV. The calculation puts the orbital gap at 9.3693 eV. The lowest unoccupied orbital energy is 0.6586 eV. The calculated total energy comes out at -1339.4817 a.u.

Structure (XYZ):
```
61
Properties=species:S:1:pos:R:3:forces:R:3:lowdin_charge:R:1
C -0.956 -2.014 0.684 -0.10 -0.23 0.26 -0.07
C -0.970 -1.997 2.208 0.01 0.32 -0.02 -0.42
C -2.204 -1.251 2.712 0.19 -0.26 -0.02 -0.07
C 0.294 -1.337 2.771 -0.04 -0.37 -0.11 -0.16
C 1.603 -1.924 2.248 0.10 -0.11 0.25 -0.16
N 1.997 -1.314 0.993 -0.18 0.25 0.19 0.08
C 2.752 -1.939 0.086 0.08 0.42 -0.34 -0.50
O 3.094 -3.103 0.151 0.19 -0.34 -0.02 0.06
C 3.262 -1.057 -1.076 0.07 -0.60 -0.03 -0.05
N 2.464 0.083 -1.457 0.23 0.30 0.14 -0.04
C 2.962 1.415 -1.172 -0.26 0.36 0.20 -0.08
C 2.693 1.878 0.280 0.46 0.05 -0.22 -0.31
C 2.692 3.405 0.374 -0.06 -0.23 0.11 -0.12
C 1.238 3.736 0.030 0.01 -0.22 0.03 -0.14
C 0.479 2.551 0.628 -0.48 0.30 0.02 -0.16
O 1.409 1.470 0.716 0.15 -0.13 -0.06 -0.15
C 1.302 -0.008 -2.146 0.14 -0.32 0.03 -0.41
O 0.675 0.995 -2.463 -0.16 0.25 -0.13 0.04
C 0.851 -1.399 -2.545 -0.22 0.10 -0.24 -0.06
C -0.436 -1.384 -3.382 0.06 -0.11 0.06 -0.07
C -1.698 -1.271 -2.538 0.30 0.08 -0.34 -0.47
O -2.474 -2.192 -2.406 -0.19 -0.28 0.06 0.07
N -1.844 -0.043 -1.968 0.17 0.36 -0.05 0.16
C -2.795 0.374 -1.053 -0.42 -0.05 0.29 -0.29
C -3.946 -0.354 -0.742 -0.03 -0.10 -0.04 0.00
C -4.810 0.172 0.198 0.16 0.20 0.01 -0.07
C -4.515 1.391 0.793 -0.06 -0.03 0.04 -0.08
C -3.351 2.033 0.411 -0.21 0.02 0.15 -0.15
N -2.510 1.544 -0.484 0.23 -0.12 -0.33 0.11
H -0.786 -1.009 0.305 0.04 0.16 -0.11 0.07
H -1.906 -2.373 0.296 -0.10 -0.02 -0.10 0.08
H -0.175 -2.673 0.314 0.11 -0.05 -0.13 0.08
H -1.013 -3.030 2.569 0.04 0.01 0.01 0.14
H -2.220 -1.218 3.799 -0.05 0.05 0.14 0.08
H -3.112 -1.742 2.369 -0.15 -0.01 -0.03 0.08
H -2.208 -0.230 2.334 -0.03 0.17 -0.06 0.07
H 0.280 -1.435 3.858 0.02 0.08 0.03 0.12
H 0.275 -0.270 2.534 -0.04 0.13 0.08 0.11
H 1.528 -3.003 2.093 0.02 0.06 0.06 0.12
H 2.399 -1.748 2.983 -0.08 -0.14 -0.06 0.12
H 1.721 -0.349 0.860 -0.01 0.01 -0.14 0.09
H 3.429 -1.723 -1.929 0.02 0.03 0.20 0.13
H 4.243 -0.692 -0.758 -0.08 -0.03 -0.08 0.14
H 4.036 1.455 -1.371 -0.03 -0.01 0.00 0.14
H 2.442 2.086 -1.859 0.20 -0.02 0.09 0.12
H 3.424 1.411 0.952 -0.07 0.07 -0.05 0.15
H 2.921 3.714 1.394 0.06 0.02 -0.01 0.12
H 3.409 3.862 -0.305 0.08 0.05 -0.02 0.12
H 1.094 3.765 -1.049 -0.03 0.03 -0.03 0.11
H 0.913 4.683 0.452 -0.02 0.05 -0.03 0.11
H 0.133 2.769 1.646 0.01 0.00 -0.08 0.12
H -0.375 2.241 0.019 0.16 0.08 0.13 0.09
H 0.723 -2.020 -1.658 0.09 -0.07 0.04 0.11
H 1.647 -1.848 -3.145 0.01 -0.04 0.11 0.13
H -0.508 -2.318 -3.942 -0.07 0.09 0.07 0.12
H -0.398 -0.549 -4.084 0.01 -0.06 -0.02 0.13
H -1.093 0.631 -2.131 -0.12 -0.19 -0.02 0.11
H -4.136 -1.295 -1.227 0.01 -0.03 -0.03 0.10
H -5.710 -0.364 0.464 -0.05 -0.05 0.00 0.11
H -5.169 1.828 1.531 -0.04 0.06 0.07 0.10
H -3.065 2.986 0.838 -0.06 0.08 0.09 0.11
```
Forces are in eV/Å.

No. 2
Molecular formula: C4H12BrN2
Method: DFT, ωB97M-V/def2-TZVPD

The total charge is +1. The relative energy (zero: lowest compared OMol25 entry of this formula, charge and spin) is 129.0 kcal/mol. The value obtained for the highest occupied orbital energy (alpha / beta) is -13.2 / -11.3 eV. The calculation puts the orbital gap (alpha / beta) at 10.1215 / 6.3684 eV. The lowest unoccupied orbital energy (alpha / beta) is -3.1145 / -4.9110 eV. The calculated total energy comes out at -2842.6521 a.u.

Structure (XYZ):
```
19
Properties=species:S:1:pos:R:3:forces:R:3:lowdin_charge:R:1
C 1.282 -0.699 0.831 2.59 1.08 -1.12 0.06
C 1.168 -0.308 -1.569 0.94 -1.95 -1.63 -0.01
C -0.546 0.552 -0.212 0.24 -0.52 0.86 0.12
C -3.368 -0.631 1.170 1.76 1.79 -1.42 -0.50
N 1.422 1.498 0.074 1.28 1.55 -0.84 0.12
N 0.874 0.253 -0.289 -1.80 -0.51 2.53 -0.47
Br -4.640 -0.501 -0.245 1.07 0.01 0.93 0.58
H 1.330 -0.082 1.708 -0.38 -0.17 0.68 0.10
H 0.648 -1.528 0.901 -1.06 -1.02 0.01 0.10
H 2.337 -1.007 0.574 -1.10 0.14 0.32 0.14
H 2.246 -0.232 -1.741 -0.26 -0.21 -0.13 0.12
H 0.798 -1.381 -1.666 0.63 1.31 0.57 0.16
H 0.606 0.217 -2.303 -0.08 0.71 -0.78 0.09
H -1.042 0.547 -1.129 -0.98 0.10 -1.04 0.08
H -0.843 1.053 0.685 -0.07 0.11 0.07 0.08
H -2.342 -0.022 1.106 -3.08 -1.71 0.23 -0.02
H -3.662 -1.234 1.996 0.00 -0.24 0.41 -0.04
H 2.081 1.381 0.838 0.31 0.49 -0.71 0.11
H 1.651 2.124 -0.729 -0.01 -0.94 1.06 0.16
```
Forces are in eV/Å.

No. 3
Molecular formula: C3H7BrN4
Method: DFT, ωB97M-V/def2-TZVPD

The total charge is +2. The multiplicity is 3. The value obtained for the highest occupied orbital energy (alpha / beta) is -15.2 / -19.0 eV. The calculation puts the orbital gap (alpha / beta) at 6.9113 / 5.3764 eV. Its expectation value of S² is 2.014. The lowest unoccupied orbital energy (alpha / beta) is -8.2860 / -13.6540 eV. The calculated total energy comes out at -2910.7338 a.u.

Structure (XYZ):
```
15
Properties=species:S:1:pos:R:3:forces:R:3:lowdin_charge:R:1
C 1.634 -0.612 -0.803 4.42 -0.12 -1.17 -0.12
C -0.298 0.667 0.054 1.00 -0.39 0.22 -0.31
C -2.177 -0.633 0.919 -0.82 -1.72 2.75 -0.60
N 1.594 -1.686 -0.116 -1.24 -1.72 1.25 0.25
N -0.969 -0.281 0.705 3.99 1.89 -3.36 0.05
N 0.920 0.455 -0.709 -3.39 -0.34 2.25 0.17
N -0.475 1.970 0.160 -1.88 1.00 0.28 0.23
Br -3.566 -0.177 -0.220 -0.69 0.56 -0.49 1.24
H 2.574 -0.437 -1.395 -1.16 -0.57 0.09 0.21
H -2.283 -1.226 1.821 -1.24 -0.09 -0.34 0.10
H 2.220 -2.491 -0.231 -0.05 0.73 -0.29 0.18
H 0.852 -1.835 0.571 0.18 0.02 -0.24 0.14
H 1.192 1.269 -1.183 0.73 0.94 -0.98 0.15
H -1.326 2.287 0.594 -0.04 0.19 0.30 0.14
H 0.106 2.731 -0.167 0.18 -0.39 -0.27 0.16
```
Forces are in eV/Å.

No. 4
Molecular formula: C7H12S
Method: DFT, ωB97M-V/def2-TZVPD

The relative energy (zero: lowest compared OMol25 entry of this formula, charge and spin) is 150.7 kcal/mol. The value obtained for the highest occupied orbital energy (alpha / beta) is -7.4 / -7.5 eV. The calculation puts the orbital gap (alpha / beta) at 5.4297 / 5.4498 eV. The lowest unoccupied orbital energy (alpha / beta) is -2.0190 / -2.0086 eV. The calculated total energy comes out at -671.8767 a.u.

Structure (XYZ):
```
20
Properties=species:S:1:pos:R:3:forces:R:3:lowdin_charge:R:1
C -0.842 -2.068 0.422 2.09 -0.06 0.37 0.31
C -1.199 -0.990 -0.164 1.70 -1.44 -0.08 -0.37
C -0.095 0.007 -0.691 -2.23 -0.90 -1.72 -0.23
C 1.145 0.111 0.081 1.15 -0.28 -0.43 -1.06
C -2.527 -0.540 -0.512 -0.13 3.52 -1.14 -0.05
C 1.690 1.333 -0.624 0.80 4.73 2.89 -0.18
C 0.985 0.329 1.570 -3.26 -0.24 -0.19 -0.12
S 2.318 -1.236 -0.255 -1.39 -0.43 0.36 0.57
H -0.316 -2.808 1.047 -0.77 0.47 -0.67 0.08
H 0.015 -0.261 -1.839 -0.01 0.66 2.37 0.18
H -0.642 0.953 -0.545 0.26 -0.14 -0.57 0.10
H -2.818 -0.638 -1.549 0.62 -0.17 -0.62 0.10
H -2.489 0.591 -0.349 -0.71 -1.49 0.02 0.12
H -3.301 -0.992 -0.024 -1.87 -1.05 1.80 0.05
H 1.828 1.085 -1.618 0.81 -0.14 -2.05 0.03
H 2.635 1.750 -0.089 -1.22 -1.08 -1.25 0.11
H 1.005 2.345 -0.605 1.11 -2.56 0.10 0.13
H 0.961 -0.623 2.075 0.88 -0.24 0.31 0.04
H -0.113 0.642 1.833 1.95 0.51 -0.49 0.12
H 1.761 1.011 1.835 0.23 0.33 1.00 0.07
```
Forces are in eV/Å.

No. 5
Molecular formula: C47H36CoIP3S2
Method: DFT, ωB97M-V/def2-TZVPD

The relative energy (zero: lowest compared OMol25 entry of this formula, charge and spin) is 11.4 kcal/mol. The multiplicity is 2. The value obtained for the highest occupied orbital energy (alpha / beta) is -7.2 / -7.3 eV. The calculation puts the orbital gap (alpha / beta) at 7.2164 / 7.3340 eV. Its expectation value of S² is 0.902. The lowest unoccupied orbital energy (alpha / beta) is 0.0245 / 0.0253 eV. The calculated total energy comes out at -5313.5613 a.u.

Structure (XYZ):
```
90
Properties=species:S:1:pos:R:3:forces:R:3:lowdin_charge:R:1
Co 0.111 -0.086 0.284 -0.02 -0.38 -0.13 -0.46
S -1.729 -1.026 1.676 0.45 0.01 -0.13 0.37
P -1.644 -2.160 0.021 -0.46 -0.01 -0.49 0.44
C -0.849 -1.154 -1.079 0.60 -0.33 0.40 -0.60
P 0.512 -1.310 -2.066 -0.47 -0.07 -0.49 0.44
S 1.480 0.413 -1.727 -0.09 -0.07 0.38 0.39
C 0.014 -1.512 -3.815 0.00 0.04 -0.03 -0.33
C 0.193 -0.486 -4.733 0.01 0.00 -0.13 -0.09
C -0.316 -0.600 -6.026 0.05 0.01 0.09 -0.08
C -1.010 -1.740 -6.405 0.03 0.00 0.03 -0.09
C -1.197 -2.772 -5.491 0.06 0.04 0.13 -0.08
C -0.689 -2.654 -4.204 -0.05 0.01 -0.09 -0.10
C 1.641 -2.707 -1.766 0.16 -0.15 0.00 -0.32
C 2.011 -2.997 -0.451 0.15 -0.14 -0.14 -0.10
C 2.905 -4.019 -0.174 -0.05 0.05 -0.06 -0.07
C 3.439 -4.775 -1.214 -0.03 0.03 0.01 -0.08
C 3.080 -4.496 -2.524 -0.09 0.09 0.00 -0.08
C 2.186 -3.462 -2.801 0.08 -0.07 0.10 -0.07
C -3.284 -2.635 -0.617 -0.21 0.02 0.15 -0.33
C -4.131 -3.438 0.150 -0.02 -0.02 -0.01 -0.08
C -5.385 -3.792 -0.326 0.08 0.03 0.00 -0.08
C -5.800 -3.352 -1.580 0.06 0.03 -0.02 -0.09
C -4.960 -2.556 -2.349 0.12 0.01 0.07 -0.08
C -3.703 -2.192 -1.866 -0.15 -0.07 0.01 -0.08
C -0.952 -3.811 0.360 0.02 -0.19 0.02 -0.34
C -0.602 -4.228 1.637 0.15 -0.15 -0.06 -0.10
C -0.060 -5.501 1.831 -0.05 0.15 -0.01 -0.08
C 0.130 -6.355 0.754 -0.03 0.04 0.02 -0.09
C -0.234 -5.947 -0.526 -0.02 0.05 0.02 -0.07
C -0.780 -4.688 -0.715 0.02 -0.03 0.03 -0.09
H 0.724 0.409 -4.428 -0.02 0.00 -0.02 0.07
H -0.173 0.208 -6.735 0.00 -0.04 0.05 0.10
H -1.408 -1.826 -7.410 0.02 0.01 0.06 0.10
H -1.742 -3.664 -5.780 0.04 0.06 0.04 0.10
H -0.846 -3.459 -3.495 0.00 0.02 -0.04 0.09
H 1.581 -2.422 0.358 -0.03 0.09 0.13 0.07
H 3.183 -4.237 0.852 -0.04 0.03 -0.05 0.10
H 4.133 -5.581 -1.000 -0.05 0.06 -0.01 0.10
H 3.499 -5.080 -3.336 -0.03 0.04 0.03 0.10
H 1.920 -3.246 -3.827 0.03 -0.02 0.00 0.10
H -3.803 -3.787 1.125 -0.03 0.02 -0.05 0.11
H -6.039 -4.413 0.276 0.05 0.05 -0.03 0.10
H -6.780 -3.631 -1.955 0.09 0.03 0.03 0.10
H -5.283 -2.212 -3.326 0.03 -0.02 0.07 0.10
H -3.042 -1.557 -2.446 -0.01 0.00 0.00 0.09
H -0.746 -3.554 2.473 0.02 0.02 0.04 0.07
H 0.210 -5.821 2.832 -0.02 0.03 -0.05 0.10
H 0.552 -7.343 0.908 -0.02 0.09 0.00 0.10
H -0.091 -6.611 -1.372 -0.02 0.07 0.07 0.11
H -1.074 -4.380 -1.711 -0.02 -0.01 0.04 0.09
I -0.845 2.312 0.530 -0.27 0.14 0.09 1.21
C 0.531 3.548 1.492 0.08 -0.19 0.05 -0.58
C 0.387 4.845 1.096 0.17 0.45 0.06 -0.19
C 1.055 5.896 1.762 -0.19 -0.02 -0.25 -0.07
C 1.800 5.604 2.855 0.09 -0.03 0.15 -0.04
C 1.975 4.264 3.285 0.00 -0.05 -0.02 -0.16
C 2.731 4.046 4.460 -0.01 0.17 -0.04 -0.03
C 2.944 2.790 4.923 -0.01 -0.22 0.02 -0.06
C 2.475 1.702 4.166 0.11 -0.01 0.13 -0.09
C 1.759 1.833 3.002 -0.17 0.06 -0.11 -0.25
P 1.622 0.231 2.032 -0.02 0.20 0.25 1.05
C 1.227 -0.967 3.372 -0.01 0.28 0.12 -0.39
C 0.240 -0.646 4.308 0.01 0.01 0.00 -0.14
C -0.114 -1.539 5.306 0.04 -0.04 -0.04 -0.07
C 0.525 -2.774 5.396 -0.03 0.07 0.04 -0.08
C 1.496 -3.107 4.467 -0.04 0.02 -0.12 -0.08
C 1.833 -2.214 3.452 -0.14 -0.35 -0.11 -0.12
C 3.422 -0.037 1.740 0.03 -0.23 -0.05 -0.33
C 3.980 0.499 0.581 0.06 0.11 0.06 -0.11
C 5.331 0.338 0.293 -0.05 -0.02 0.03 -0.07
C 6.146 -0.377 1.158 -0.04 -0.05 0.05 -0.08
C 5.606 -0.909 2.325 -0.05 0.08 -0.10 -0.07
C 4.258 -0.739 2.613 0.20 0.13 0.10 -0.11
C 1.403 3.164 2.566 0.04 0.08 -0.07 -0.17
H -0.278 5.078 0.273 0.06 0.02 0.08 0.08
H 0.931 6.918 1.422 0.00 -0.09 0.01 0.11
H 2.279 6.391 3.428 -0.02 -0.06 -0.03 0.11
H 3.126 4.910 4.985 -0.02 -0.04 -0.04 0.12
H 3.505 2.616 5.834 -0.04 -0.02 -0.06 0.11
H 2.731 0.710 4.512 0.03 -0.05 -0.01 0.10
H -0.261 0.315 4.254 0.02 -0.02 0.00 0.11
H -0.891 -1.274 6.015 0.07 -0.01 -0.05 0.11
H 0.264 -3.468 6.188 0.01 0.06 -0.08 0.10
H 1.996 -4.067 4.520 -0.02 0.02 -0.01 0.11
H 2.583 -2.503 2.723 -0.20 -0.07 0.05 0.09
H 3.358 1.051 -0.106 -0.03 0.00 -0.04 0.02
H 5.736 0.764 -0.618 -0.03 -0.04 0.07 0.11
H 7.194 -0.526 0.925 -0.07 0.03 0.03 0.10
H 6.234 -1.459 3.016 -0.03 0.02 -0.04 0.10
H 3.869 -1.163 3.531 0.17 0.19 -0.10 0.09
```
Forces are in eV/Å.

No. 6
Molecular formula: C10H10N2O2
Method: DFT, ωB97M-V/def2-TZVPD

The relative energy (zero: lowest compared OMol25 entry of this formula, charge and spin) is 179.3 kcal/mol. The value obtained for the highest occupied orbital energy is -8.6 eV. The calculation puts the orbital gap at 8.9167 eV. The lowest unoccupied orbital energy is 0.3335 eV. The calculated total energy comes out at -646.8162 a.u.

Structure (XYZ):
```
24
Properties=species:S:1:pos:R:3:forces:R:3:lowdin_charge:R:1
C -0.934 -3.057 1.216 -1.44 -4.62 -1.75 -0.09
C 0.153 -1.268 0.692 -5.91 1.89 -3.58 -0.45
C -0.986 0.138 -0.710 -1.04 2.21 -1.31 -0.22
C -2.150 0.567 -1.446 -1.60 -0.65 0.91 -0.04
C -2.363 1.810 -1.905 0.34 2.34 1.14 -0.09
C -1.160 2.623 -2.003 -3.92 3.06 -1.32 -0.16
C -0.001 2.303 -1.489 5.35 -2.07 0.39 -0.07
C 0.013 1.086 -0.662 4.55 -1.85 -0.01 -0.10
C 1.228 -0.543 0.628 5.37 4.17 0.01 -0.40
C 3.261 0.088 1.809 -1.06 1.62 -3.87 -0.01
H -0.427 -4.382 1.315 -1.84 4.36 -0.17 0.18
H -1.869 -2.910 1.931 2.34 -0.14 -1.33 0.11
H -1.310 -2.713 0.010 0.84 -1.99 3.87 0.16
H -3.112 0.112 -1.488 -0.16 -1.75 0.70 0.09
H -3.475 2.240 -1.825 2.74 -0.94 -1.22 0.16
H -1.267 3.653 -2.408 0.14 -0.95 -0.27 0.11
H 1.074 2.750 -1.976 -3.20 -0.92 2.22 0.18
H 2.585 0.981 2.093 1.60 -1.24 -0.50 0.11
H 3.979 -0.169 2.565 -0.59 -1.12 0.68 0.06
H 3.981 0.322 0.868 -2.00 -0.08 2.04 0.13
N -0.931 -0.981 0.010 -0.05 -0.16 0.13 0.16
N 1.251 0.536 -0.012 -1.75 4.85 -2.55 0.24
O 0.186 -2.224 1.445 -1.27 -6.31 4.04 0.02
O 2.276 -0.962 1.342 2.55 0.27 1.75 -0.04
```
Forces are in eV/Å.

What is the calculated total energy in the sixth record?
-646.8162 a.u.

Among the records above, which one has the lowest calculated total energy?
C47H36CoIP3S2